# 1
Entry from the OMol25 dataset: a molecular structure, C23H28Cl2N4O2PdSSe3 (ωB97M-V with the def2-TZVPD basis set).

Atoms and positions in Å:
Pd1 -0.41 -0.37 0.67
Se1 -2.58 -0.94 2.40
Se2 0.38 -4.66 -0.64
Se3 -2.25 1.13 -0.77
Cl1 1.24 1.77 -0.33
Cl2 -1.37 2.35 -4.99
S1 0.51 0.57 2.77
O1 1.30 -1.28 -0.57
O2 -0.71 -1.12 -1.47
N1 1.75 -1.74 2.40
N2 0.50 -1.52 4.33
N3 -0.78 -2.62 1.07
N4 0.52 1.01 -3.11
C1 -3.99 -0.11 1.29
C2 -3.67 -0.11 -0.19
C3 2.88 1.59 -3.11
C4 2.20 -0.73 -3.10
C5 -2.88 0.14 4.02
C6 0.96 -3.75 3.54
C7 0.51 -1.37 -1.54
C8 4.20 1.20 -3.10
C9 0.16 4.11 -1.14
C10 2.05 -3.14 2.66
C11 0.10 2.26 -2.72
C12 -0.59 4.89 -2.01
C13 4.53 -0.14 -3.13
C14 -2.91 2.79 0.08
C15 -1.08 4.34 -3.18
C16 0.94 -1.03 3.16
C17 1.12 -1.74 -2.89
C18 3.53 -1.10 -3.12
C19 0.77 -2.87 4.77
C20 -0.33 -3.42 0.33
C21 1.87 0.63 -3.10
C22 0.47 2.80 -1.48
C23 -0.75 3.04 -3.53
H1 0.03 -3.79 2.98
H2 -1.71 4.91 -3.84
H3 -4.57 0.15 -0.76
H4 -2.68 2.78 1.14
H5 -0.83 5.91 -1.75
H6 2.61 2.64 -3.10
H7 -4.12 0.91 1.67
H8 1.24 -4.76 3.83
H9 5.57 -0.45 -3.15
H10 0.34 -1.72 -3.66
H11 4.97 1.96 -3.10
H12 1.54 -2.74 -2.83
H13 3.03 -3.21 3.16
H14 1.95 -1.39 1.46
H15 0.48 4.50 -0.19
H16 -3.30 -1.09 -0.52
H17 -3.93 0.40 4.10
H18 -2.26 1.04 3.99
H19 -0.08 0.53 -3.77
H20 -4.90 -0.68 1.47
H21 -3.98 2.92 -0.08
H22 3.77 -2.15 -3.11
H23 1.66 -2.89 5.40
H24 2.11 -3.66 1.71
H25 -2.38 3.60 -0.40
H26 -2.59 -0.48 4.86
H27 -0.09 -3.22 5.36
H28 -0.09 -0.91 4.87

LUMO (spin up / spin down) ... 0.008 / -0.046 hartree
ΔE to the lowest compared entry with this formula, charge and spin ... 39.30 kcal/mol
HOMO energy (spin up / spin down) ... -7.4280 / -7.4226 eV
⟨S²⟩ ... 2.01
2S+1 ... 3


# 2
Entry from the OMol25 dataset: a molecular structure, C57H72N5O10P2SiTl (ωB97M-V with the def2-TZVPD basis set).

Atoms and positions in Å:
Tl1 -0.51 0.53 -0.07
P1 2.93 -2.94 -0.58
P2 2.12 -1.63 -3.28
Si1 -1.79 -1.92 -0.37
O1 1.61 -2.59 -0.04
O2 -8.37 -0.53 3.63
O3 1.35 -2.32 -4.47
O4 3.45 -4.39 -0.17
O5 1.23 -0.82 -2.44
O6 -7.97 1.59 3.18
O7 4.19 -2.19 -0.01
O8 -3.55 2.01 -3.30
O9 -0.71 4.21 2.63
O10 3.32 -0.80 -3.89
N1 -1.95 -0.53 2.67
N2 0.85 -0.75 2.35
N3 -1.62 1.05 -2.45
N4 -1.98 2.54 -0.19
N5 0.09 2.39 1.47
C1 -7.52 0.50 3.38
C2 2.48 1.91 4.28
C3 2.82 -5.67 -0.38
C4 2.16 -0.84 2.32
C5 2.91 -1.62 3.20
C6 -6.05 0.19 3.33
C7 2.94 -3.01 -2.40
C8 -1.29 -3.07 0.99
C9 -5.67 -0.54 -1.00
C10 -3.92 3.56 -1.08
C11 3.52 -0.58 -6.31
C12 1.30 -5.61 -0.28
C13 0.21 -1.41 3.32
C14 2.24 -2.34 4.17
C15 -4.40 -2.80 -0.02
C16 6.25 -1.15 -0.61
C17 1.26 2.31 2.24
C18 -1.16 -2.51 -1.99
C19 2.46 2.94 0.13
C20 -1.93 -0.22 -4.58
C21 5.50 -0.50 -4.79
C22 1.27 2.02 3.61
C23 -3.63 -1.69 -0.39
C24 -2.90 2.62 -1.14
C25 4.14 -1.13 -5.04
C26 -0.08 1.32 -4.27
C27 -0.38 0.22 -6.39
C28 -3.94 4.45 -0.01
C29 -0.79 3.35 1.74
C30 -4.29 -0.55 -0.86
C31 3.68 2.43 2.27
C32 3.69 2.11 3.62
C33 -1.25 -1.22 3.47
C34 -4.16 -1.29 3.51
C35 -3.33 -0.32 2.95
C36 4.86 -0.91 -0.04
C37 1.62 -3.59 -5.12
C38 2.48 2.53 1.58
C39 -2.72 1.80 -2.41
C40 0.68 2.28 -3.40
C41 0.56 -4.58 -4.68
C42 -6.42 -1.66 -0.66
C43 -1.97 3.41 0.81
C44 3.28 -6.29 -1.69
C45 0.86 -2.21 4.24
C46 -5.51 -1.04 3.69
C47 -1.48 -0.45 -5.88
C48 -2.93 4.39 0.94
C49 4.13 0.19 -0.77
C50 1.62 -3.40 -6.62
C51 -1.22 0.68 -3.76
C52 -5.22 1.17 2.81
C53 0.31 1.10 -5.58
C54 -3.87 0.92 2.61
C55 -5.78 -2.79 -0.16
C56 -3.20 -0.87 -4.12
C57 -0.02 1.88 4.37
H1 3.14 -7.37 -1.65
H2 2.77 -2.97 4.87
H3 -7.49 -1.64 -0.76
H4 -2.04 -1.14 -6.51
H5 -3.55 -1.60 -4.85
H6 -0.43 2.87 4.57
H7 0.54 -4.70 -3.60
H8 -3.75 -2.26 3.78
H9 2.37 -3.91 -2.63
H10 -3.22 1.67 2.19
H11 -6.16 0.35 -1.38
H12 3.97 -1.05 -7.19
H13 -0.23 -2.91 1.24
H14 5.38 0.57 -4.65
H15 4.61 2.62 1.76
H16 -0.76 1.36 3.77
H17 6.15 -0.68 -5.65
H18 -3.73 0.33 -1.13
H19 -6.36 -3.66 0.12
H20 -0.21 -3.02 -1.82
H21 0.13 1.35 5.31
H22 1.85 2.26 -0.48
H23 -3.97 -0.10 -3.99
H24 -2.85 5.09 1.76
H25 6.18 -1.37 -1.68
H26 1.15 1.65 -5.98
H27 0.88 -4.96 -1.05
H28 0.06 3.14 -3.13
H29 3.47 2.96 -0.28
H30 5.97 -0.91 -3.90
H31 -0.09 0.07 -7.43
H32 2.72 -5.91 -2.54
H33 -1.40 -4.10 0.62
H34 3.07 0.22 -0.49
H35 1.58 2.63 -3.90
H36 2.02 3.93 0.01
H37 -1.89 -2.95 1.89
H38 -1.89 -3.20 -2.43
H39 4.24 -2.22 -5.10
H40 -1.66 -1.63 4.39
H41 0.29 -2.72 5.02
H42 6.72 -2.00 -0.11
H43 0.75 -2.80 -6.90
H44 -5.65 2.12 2.53
H45 -6.11 -1.82 4.15
H46 0.89 -6.61 -0.40
H47 3.99 -1.66 3.12
H48 -4.64 3.58 -1.88
H49 -0.42 -4.22 -5.00
H50 -3.08 -1.37 -3.16
H51 6.87 -0.27 -0.47
H52 2.61 -3.95 -4.80
H53 1.55 -4.37 -7.11
H54 4.34 -6.09 -1.85
H55 0.97 1.80 -2.46
H56 3.68 0.50 -6.37
H57 4.62 2.05 4.16
H58 2.66 -0.24 1.57
H59 -4.72 5.19 0.06
H60 3.97 -3.14 -2.74
H61 4.97 -0.64 1.01
H62 2.48 1.67 5.34
H63 -0.97 -1.69 -2.69
H64 -3.91 -3.70 0.35
H65 2.52 -2.90 -6.98
H66 2.45 -0.75 -6.32
H67 4.59 1.14 -0.52
H68 3.20 -6.28 0.44
H69 0.76 -5.55 -5.14
H70 4.18 0.05 -1.84
H71 -7.88 -1.36 3.75
H72 1.00 -5.22 0.69

LUMO ... -0.026 hartree
ΔE to the lowest compared entry with this formula, charge and spin ... 0.00 kcal/mol
HOMO energy ... -7.3005 eV
2S+1 ... 1


# 3
Entry from the OMol25 dataset: a molecular structure, C44H42BeN5OP2STe (ωB97M-V with the def2-TZVPD basis set).

Atoms and positions in Å:
Te1 -0.21 3.30 -1.73
S1 0.65 2.62 1.59
P1 0.92 0.45 -1.39
P2 -1.65 0.70 -0.46
O1 0.60 -0.35 1.70
N1 1.92 -1.81 2.87
N2 0.15 2.69 4.23
N3 -1.19 3.87 -6.52
N4 3.25 -1.94 3.19
N5 -1.33 1.57 3.10
C1 -0.79 2.27 5.27
C2 1.93 1.36 -3.82
C3 -4.04 3.89 0.31
C4 -3.32 -2.45 -2.45
C5 -1.78 1.39 4.47
C6 4.54 1.58 -2.91
C7 1.44 -2.27 -0.93
C8 -2.81 -3.22 -0.23
C9 -0.14 4.45 -5.96
C10 1.02 -4.02 -2.52
C11 -4.27 1.54 -1.16
C12 -0.21 2.28 3.01
C13 -5.15 3.67 -0.49
C14 3.54 1.16 -2.05
C15 4.24 1.89 -4.23
C16 5.40 -0.82 2.70
C17 0.87 -2.55 3.49
C18 -3.03 2.94 0.36
C19 -3.12 1.77 -0.40
C20 0.46 -1.74 -3.06
C21 2.23 1.04 -2.50
C22 1.75 -0.70 2.10
C23 -1.25 -3.87 4.67
C24 0.51 -3.08 -3.41
C25 1.48 -3.61 -1.27
C26 -5.27 2.49 -1.20
C27 3.92 -0.94 2.59
C28 3.79 -3.09 3.87
C29 3.03 -0.13 1.92
C30 -2.79 -1.21 -2.14
C31 -0.31 -3.23 5.46
C32 -0.67 1.16 -1.93
C33 0.17 4.34 -4.61
C34 -3.33 -3.46 -1.49
C35 -0.06 -3.19 2.69
C36 2.93 1.78 -4.68
C37 0.92 -1.33 -1.81
C38 -1.99 3.16 -5.72
C39 -1.77 2.98 -4.37
C40 -0.66 3.58 -3.80
C41 -1.13 -3.84 3.29
C42 0.75 -2.56 4.88
C43 -2.30 -1.97 0.09
C44 -2.29 -0.96 -0.86
Be1 0.24 0.74 0.61
H1 -5.93 4.42 -0.54
H2 5.72 0.15 2.35
H3 5.56 1.68 -2.54
H4 -1.74 1.10 2.31
H5 0.04 -3.17 1.61
H6 -3.72 -2.64 -3.44
H7 -2.73 -0.43 -2.89
H8 -0.40 -3.24 6.54
H9 0.90 1.30 -4.16
H10 -0.28 1.71 6.05
H11 -2.81 1.73 4.59
H12 -1.28 3.13 5.72
H13 5.02 2.22 -4.90
H14 -2.45 2.39 -3.77
H15 2.68 2.03 -5.71
H16 3.77 0.92 -1.01
H17 0.50 5.02 -6.63
H18 -1.87 -4.33 2.67
H19 1.89 -4.34 -0.58
H20 1.06 -5.06 -2.79
H21 1.05 4.83 -4.20
H22 5.89 -1.58 2.09
H23 -2.81 -4.02 0.51
H24 0.16 -3.40 -4.38
H25 3.23 0.77 1.37
H26 1.49 -2.05 5.49
H27 0.05 -1.01 -3.74
H28 0.87 3.38 4.37
H29 5.74 -0.94 3.73
H30 -2.17 3.11 0.99
H31 -6.15 2.31 -1.81
H32 4.66 -3.46 3.34
H33 1.82 -1.94 0.03
H34 -3.74 -4.43 -1.74
H35 -3.95 4.81 0.88
H36 -2.09 -4.38 5.13
H37 -2.85 2.70 -6.21
H38 4.08 -2.85 4.89
H39 -1.73 0.34 4.76
H40 -1.89 -1.78 1.07
H41 -4.38 0.61 -1.71
H42 3.04 -3.88 3.90

LUMO ... -0.078 hartree
Total charge ... +1
ΔE to the lowest compared entry with this formula, charge and spin ... 23.39 kcal/mol
HOMO energy ... -9.0256 eV
2S+1 ... 1


# 4
Entry from the OMol25 dataset: a molecular structure, C28H53F3N5O14STi (ωB97M-V with the def2-TZVPD basis set).

Atoms and positions in Å:
Ti1 -3.94 8.37 -7.60
S1 -9.17 5.48 -7.71
F1 -10.59 3.70 -9.15
F2 -8.55 3.09 -8.94
F3 -9.04 4.68 -10.47
O1 -12.20 11.83 -2.82
O2 -9.47 4.70 -6.51
O3 -1.18 -1.18 -7.99
O4 -4.14 4.38 -3.98
O5 -10.59 -2.28 -6.06
O6 -10.14 6.52 -8.00
O7 -4.21 6.49 -3.40
O8 -9.23 -3.98 -5.95
O9 -7.82 6.02 -7.69
O10 -14.21 2.85 -1.67
O11 -15.67 7.89 -12.07
O12 -3.46 5.29 -11.01
O13 -6.11 -1.54 -13.66
O14 -4.06 6.22 -12.91
N1 -2.02 0.82 -7.98
N2 -12.20 2.78 -2.59
N3 -7.01 -3.58 -14.14
N4 -11.05 10.78 -4.34
N5 -14.68 6.84 -10.36
C1 -3.52 -0.88 -8.38
C2 -15.39 5.55 -10.45
C3 -3.61 5.20 -12.18
C4 -11.17 -2.19 -8.27
C5 -13.95 9.10 -11.02
C6 -9.85 -3.22 -6.67
C7 -11.25 -1.53 -6.97
C8 -4.50 5.81 -14.22
C9 -11.54 1.90 -1.64
C10 -5.97 -4.42 -13.69
C11 -2.11 -0.46 -8.12
C12 -9.70 11.12 -3.89
C13 -4.71 3.12 -3.46
C14 -5.03 4.76 -1.85
C15 -14.85 7.90 -11.16
C16 -13.46 3.13 -2.58
C17 -14.03 4.00 -3.69
C18 -9.33 4.16 -9.23
C19 -4.67 3.29 -1.96
C20 -0.78 1.51 -7.73
C21 -8.37 -1.52 -14.27
C22 -12.18 11.16 -3.83
C23 -9.91 -3.02 -8.20
C24 -4.40 5.32 -3.11
C25 -3.98 4.37 -14.40
C26 -7.05 -2.24 -14.00
C27 -13.46 10.81 -4.57
C28 -3.33 3.99 -13.06
H1 -5.59 5.88 -14.19
H2 -10.20 -3.83 -8.87
H3 -3.94 -0.24 -9.16
H4 -12.28 -1.47 -6.61
H5 -3.70 3.09 -1.49
H6 -9.62 12.19 -3.72
H7 -4.86 3.77 -14.61
H8 -12.25 1.19 -1.21
H9 -14.78 4.71 -10.12
H10 -11.58 3.27 -3.22
H11 -9.02 10.94 -4.71
H12 -6.09 5.02 -1.86
H13 -9.51 10.34 -3.14
H14 -4.07 6.48 -14.96
H15 -2.25 3.88 -13.14
H16 -9.06 -2.52 -8.66
H17 -13.88 6.83 -9.74
H18 -11.09 2.46 -0.82
H19 -4.16 2.23 -3.76
H20 -0.01 0.87 -7.28
H21 -15.72 5.23 -11.43
H22 -13.29 10.19 -5.45
H23 -0.30 1.78 -8.67
H24 -12.05 -2.81 -8.46
H25 -13.24 4.59 -4.15
H26 -13.18 9.02 -11.78
H27 -14.02 11.70 -4.86
H28 -8.41 -0.58 -13.72
H29 -3.83 3.13 -12.60
H30 -14.41 10.07 -11.21
H31 -5.77 3.06 -3.73
H32 -3.25 4.24 -15.20
H33 -4.11 -0.79 -7.47
H34 -0.95 2.43 -7.16
H35 -3.53 -1.90 -8.75
H36 -11.04 10.20 -5.17
H37 -8.60 -1.27 -15.30
H38 -14.06 10.18 -3.92
H39 -9.18 -2.12 -13.85
H40 -13.45 9.09 -10.05
H41 -14.75 4.65 -3.19
H42 -2.84 1.37 -8.19
H43 -5.39 -4.80 -14.53
H44 -7.82 -4.09 -14.46
H45 -10.74 1.33 -2.11
H46 -10.72 -0.58 -6.87
H47 -4.61 5.25 -0.98
H48 -16.19 5.36 -9.74
H49 -5.33 -3.80 -13.07
H50 -5.42 2.71 -1.42
H51 -14.53 3.54 -4.53
H52 -11.11 -1.42 -9.05
H53 -6.33 -5.22 -13.04

LUMO (spin up / spin down) ... -0.135 / -0.090 hartree
HOMO energy (spin up / spin down) ... -8.5070 / -8.5068 eV
⟨S²⟩ ... 3.75
2S+1 ... 4